(1)
{"formula": "C8H14", "method": "ωB97M-V with the def2-TZVPD basis set", "charge": 0, "smiles": "C=C/C=C/CCCC", "relative_energy_kj_mol": 392.8, "homo_ev": -7.59, "max_force_ha_per_bohr": 0.0778, "symbols": ["C", "C", "C", "C", "C", "C", "C", "C", "H", "H", "H", "H", "H", "H", "H", "H", "H", "H", "H", "H", "H", "H"], "positions_angstrom": [[2.327, 0.430, -2.389], [1.311, 0.888, -1.660], [1.333, 0.947, -0.209], [0.335, 1.334, 0.654], [0.304, 0.127, 1.598], [-0.176, -1.243, 0.992], [-1.280, -0.997, -0.058], [-2.525, -0.273, 0.442], [3.141, -0.062, -1.865], [2.459, 0.736, -3.416], [0.449, 1.327, -2.157], [2.345, 0.716, 0.136], [-0.227, 2.172, 1.024], [1.228, -0.132, 2.129], [-0.439, 0.291, 2.396], [-0.455, -2.053, 1.664], [0.672, -1.613, 0.401], [-0.761, -0.537, -0.898], [-1.621, -1.958, -0.466], [-3.352, -0.334, -0.262], [-2.256, 0.789, 0.489], [-2.812, -0.557, 1.454]]}

=====

(2)
{"formula": "C8H14", "method": "ωB97M-V with the def2-TZVPD basis set", "charge": 0, "smiles": "CC=C(C)C.C=C=C", "relative_energy_kj_mol": 366.1, "homo_ev": -8.64, "max_force_ha_per_bohr": 0.0826, "symbols": ["C", "C", "C", "C", "C", "H", "H", "H", "H", "H", "H", "H", "H", "H", "H", "C", "C", "C", "H", "H", "H", "H"], "positions_angstrom": [[0.010, 1.999, -0.130], [-0.334, 0.787, 0.554], [-1.291, -0.081, 0.187], [-1.992, 0.076, -1.134], [-1.628, -1.318, 1.135], [0.524, 2.781, 0.499], [-0.970, 2.416, -0.517], [0.598, 1.966, -1.077], [0.283, 0.644, 1.533], [-2.546, 1.031, -1.331], [-2.715, -0.813, -1.126], [-1.309, -0.130, -2.009], [-0.807, -1.636, 1.694], [-1.967, -2.167, 0.677], [-2.480, -1.034, 1.834], [3.011, 0.379, 0.344], [2.273, -0.541, -0.247], [1.720, -1.686, -0.590], [3.406, 1.135, -0.265], [3.198, 0.632, 1.366], [0.633, -1.778, -0.648], [2.385, -2.663, -0.747]]}

=====

(3)
{"formula": "C8H14", "method": "ωB97M-V with the def2-TZVPD basis set", "charge": 0, "smiles": "CCC1=C(C)C1(C)C", "relative_energy_kj_mol": 387.2, "homo_ev": -7.43, "max_force_ha_per_bohr": 0.0770, "symbols": ["C", "C", "C", "C", "C", "C", "C", "C", "H", "H", "H", "H", "H", "H", "H", "H", "H", "H", "H", "H", "H", "H"], "positions_angstrom": [[1.969, 1.335, 0.066], [0.408, 2.016, -0.208], [-0.407, 0.809, -0.060], [-1.534, 0.198, -0.159], [-2.916, -0.227, 0.072], [0.162, -0.560, -0.017], [0.450, -1.275, 1.282], [0.550, -1.343, -1.253], [2.563, 2.222, -0.169], [2.100, 1.165, 1.131], [2.416, 0.578, -0.580], [0.225, 2.749, 0.580], [0.371, 2.448, -1.211], [-3.369, -0.573, -0.859], [-3.524, 0.595, 0.455], [-2.962, -1.058, 0.787], [1.505, -1.543, 1.354], [0.179, -0.663, 2.141], [-0.122, -2.206, 1.332], [-0.045, -2.257, -1.314], [0.383, -0.761, -2.158], [1.597, -1.648, -1.215]]}

=====

(4)
{"formula": "C8H14", "method": "ωB97M-V with the def2-TZVPD basis set", "charge": 0, "relative_energy_kj_mol": 506.6, "homo_ev": [-7.47, -7.17], "max_force_ha_per_bohr": 0.0708, "symbols": ["C", "C", "C", "C", "C", "C", "C", "C", "H", "H", "H", "H", "H", "H", "H", "H", "H", "H", "H", "H", "H", "H"], "positions_angstrom": [[-0.645, -0.873, -3.230], [-0.352, -0.822, -1.812], [0.002, 0.291, -1.119], [0.087, -0.688, 1.322], [0.432, 0.357, 0.282], [-1.215, -1.334, 1.368], [2.011, 0.523, 0.147], [-0.249, 1.629, 0.994], [-0.728, -1.851, -3.686], [-0.953, -0.023, -3.991], [-0.337, -1.717, -1.300], [0.241, 1.181, -1.781], [0.901, -0.769, 2.093], [-1.571, -1.300, 0.382], [-2.038, -0.660, 1.860], [-1.160, -2.272, 1.839], [2.703, 0.236, 0.979], [2.405, 1.604, 0.078], [2.453, -0.018, -0.696], [-0.910, 1.986, 0.192], [0.378, 2.379, 1.276], [-0.832, 1.287, 1.903]]}

=====

(5)
{"formula": "C8H14BNO2", "method": "ωB97M-V with the def2-TZVPD basis set", "charge": 0, "relative_energy_kj_mol": 131.4, "homo_ev": -5.38, "max_force_ha_per_bohr": 0.0623, "symbols": ["C", "B", "O", "C", "C", "C", "C", "C", "N", "H", "H", "H", "H", "H", "H", "H", "H", "H", "C", "C", "O", "H", "H", "H", "H", "H"], "positions_angstrom": [[4.426, -0.438, 1.612], [3.416, -0.479, 0.380], [3.920, -0.154, -0.918], [1.857, -0.901, 0.440], [1.566, -2.329, 0.624], [0.145, -2.741, 0.636], [-0.906, -1.725, 0.449], [-0.508, -0.328, 0.296], [0.831, 0.028, 0.287], [4.985, -1.424, 1.615], [5.210, 0.341, 1.389], [3.958, -0.246, 2.610], [3.766, -0.978, -1.430], [2.419, -3.045, 0.737], [-0.099, -3.826, 0.755], [-1.970, -2.051, 0.428], [-1.305, 0.479, 0.171], [1.049, 1.015, 0.149], [-4.033, 2.386, -2.023], [-4.154, 2.302, -0.486], [-3.452, 1.235, -0.064], [-4.437, 1.494, -2.510], [-4.599, 3.251, -2.400], [-2.993, 2.513, -2.340], [-5.246, 2.315, -0.285], [-3.845, 3.305, -0.120]]}

=====

(6)
{"formula": "C8H14BrCaN4O4", "method": "ωB97M-V with the def2-TZVPD basis set", "charge": 1, "relative_energy_kj_mol": 266.2, "homo_ev": -10.16, "max_force_ha_per_bohr": 0.0552, "symbols": ["Ca", "Br", "C", "O", "N", "N", "H", "H", "H", "H", "C", "O", "N", "N", "H", "H", "H", "H", "C", "C", "C", "C", "C", "C", "O", "O", "H", "H", "H", "H", "H", "H"], "positions_angstrom": [[-0.851, -3.264, 1.424], [0.086, -1.230, -0.408], [3.163, -3.572, -2.073], [3.991, -4.467, -2.150], [3.130, -2.488, -2.899], [2.075, -3.629, -1.226], [2.358, -1.862, -2.777], [3.990, -2.265, -3.368], [2.107, -4.351, -0.527], [1.642, -2.731, -1.023], [-4.207, -1.741, -1.648], [-4.323, -0.927, -0.726], [-5.295, -2.215, -2.324], [-3.003, -2.128, -2.116], [-5.050, -2.609, -3.213], [-6.213, -2.052, -1.960], [-2.868, -2.469, -3.052], [-2.192, -1.871, -1.586], [-0.411, 3.230, 2.709], [0.193, 2.127, 2.058], [1.514, 2.237, 1.610], [2.268, 3.381, 1.903], [1.618, 4.448, 2.485], [0.277, 4.412, 2.853], [-0.258, 5.516, 3.488], [2.175, 1.191, 1.001], [-1.426, 3.091, 3.060], [-0.436, 1.294, 1.771], [3.242, 3.544, 1.465], [2.084, 5.427, 2.481], [-0.802, 5.200, 4.217], [1.421, 0.771, 0.551]]}

=====

(7)
{"formula": "C8H14BrN3O8P2Ti", "method": "ωB97M-V with the def2-TZVPD basis set", "charge": 2, "homo_ev": -16.35, "max_force_ha_per_bohr": 0.0133, "symbols": ["Ti", "N", "C", "C", "P", "O", "O", "O", "P", "O", "O", "O", "H", "H", "H", "H", "H", "H", "H", "H", "C", "C", "C", "C", "C", "Br", "N", "C", "H", "H", "H", "H", "H", "H", "O", "N", "O"], "positions_angstrom": [[1.113, -0.716, -0.855], [-1.175, 3.464, -0.964], [0.128, 2.689, -1.130], [1.186, 3.665, -1.662], [0.656, 2.048, 0.509], [-0.683, 1.369, 1.055], [1.246, 3.021, 1.408], [1.566, 0.801, 0.030], [-0.276, 1.399, -2.411], [1.103, 1.118, -3.130], [-1.408, 1.893, -3.185], [-0.402, 0.032, -1.614], [-0.991, 4.435, -0.699], [-1.792, 3.046, -0.263], [-1.677, 3.442, -1.869], [1.344, 4.473, -0.945], [0.876, 4.084, -2.621], [2.137, 3.156, -1.802], [-0.858, 1.630, 1.973], [1.228, 1.477, -4.022], [-1.170, -2.690, 3.910], [-0.933, -2.829, 2.433], [-1.420, -3.914, 1.703], [-1.163, -4.046, 0.345], [-0.417, -3.053, -0.242], [0.144, -3.125, -2.040], [0.034, -1.985, 0.418], [-0.207, -1.878, 1.739], [-1.654, -3.580, 4.306], [-1.812, -1.837, 4.129], [-0.228, -2.554, 4.442], [-1.997, -4.680, 2.207], [-1.512, -4.893, -0.226], [0.210, -1.012, 2.234], [2.669, -1.020, -1.988], [3.421, -1.582, -1.072], [2.716, -1.847, -0.099]]}

=====

(8)
{"formula": "C8H14BrNSi", "method": "ωB97M-V with the def2-TZVPD basis set", "charge": 0, "smiles": "C[Si](C)(C)[C@]1(Br)C=CCC=N1", "relative_energy_kj_mol": 0.0, "homo_ev": -9.03, "max_force_ha_per_bohr": 0.0177, "symbols": ["C", "Si", "C", "C", "C", "Br", "C", "C", "C", "C", "N", "H", "H", "H", "H", "H", "H", "H", "H", "H", "H", "H", "H", "H", "H"], "positions_angstrom": [[-1.557, -0.443, -0.181], [0.253, -1.034, -0.120], [0.565, -2.046, 1.460], [0.743, -1.943, -1.714], [1.369, 0.569, -0.017], [3.256, -0.137, 0.034], [1.140, 1.379, 1.201], [0.416, 2.488, 1.138], [-0.183, 2.951, -0.157], [0.573, 2.327, -1.295], [1.263, 1.277, -1.227], [-2.227, -1.296, -0.190], [-1.812, 0.164, 0.683], [-1.757, 0.141, -1.074], [0.059, -3.005, 1.399], [1.622, -2.242, 1.612], [0.191, -1.535, 2.344], [0.051, -2.752, -1.929], [0.742, -1.265, -2.563], [1.739, -2.370, -1.638], [1.595, 1.037, 2.117], [0.247, 3.101, 2.011], [-1.239, 2.661, -0.220], [-0.147, 4.042, -0.236], [0.537, 2.823, -2.259]]}

=====

It is found that the energy values, taken in the order of the records, are -8519.0089 -8519.2855 -8519.0667 -8517.8289 -14780.9405 -111149.4783 -141099.6355 -87933.6739 eV.